# 1
C6H6BrN | ωB97M-V with the def2-TZVPD basis set

Last column: natural (NBO) charge in e.
Positions of all 14 atoms, in Å:
C -0.78 -0.23 -2.82  0.1678
C -0.91 -0.52 -0.27  -0.1931
C -0.56 -0.06 -1.49  -0.0661
C 0.42 1.25 -0.08  -0.2730
C -0.10 0.12 0.79  0.0309
C 0.96 -0.74 1.37  -0.6658
N -0.73 -0.14 -3.98  -0.2305
Br -1.49 0.83 2.37  -0.1512
H -1.61 -1.28 -0.07  0.2150
H 1.43 1.62 0.02  0.2179
H -0.35 1.93 -0.42  0.2344
H 1.51 -1.10 0.47  0.2396
H 0.67 -1.53 2.00  0.2403
H 1.54 -0.15 2.12  0.2339

Results
frontier orbital gap (alpha / beta): 0.3014 / 0.3014 Ha
energy above the lowest of the compared OMol25 structures with the same formula, charge and spin: 299.8 kJ/mol
E_LUMO (alpha / beta): -1.4 / -1.4 eV

# 2
C6H6BrO2 | ωB97M-V with the def2-TZVPD basis set

Last column: natural (NBO) charge in e.
Positions of all 15 atoms, in Å:
C 1.92 1.47 2.67  -0.5928
C 1.00 -0.84 -0.81  -0.3192
C 1.47 0.38 2.24  0.1495
C 0.99 0.26 -0.09  -0.1727
C 1.11 -0.95 3.03  0.7242
C 0.70 -0.92 -2.34  -0.6529
O 2.01 -1.05 3.85  -0.7197
O 0.07 -1.50 2.71  -0.7072
Br 0.30 1.88 -0.69  -0.0309
H 2.27 1.24 3.70  0.2605
H 2.13 2.48 2.29  0.2230
H 1.16 -1.75 -0.38  0.2120
H 0.04 -0.16 -2.70  0.2214
H 1.59 -1.23 -2.77  0.2098
H 0.06 -1.82 -2.41  0.1952

Results
frontier orbital gap: 0.2657 Ha
energy above the lowest of the compared OMol25 structures with the same formula, charge and spin: 375.1 kJ/mol
E_LUMO: 3.1 eV
net charge: -1

# 3
C6H6Cl18 | ωB97M-V with the def2-TZVPD basis set

Last column: natural (NBO) charge in e.
Positions of all 30 atoms, in Å:
C 1.06 3.23 2.84  -0.3030
Cl 1.91 3.67 1.41  0.0303
Cl 2.08 2.05 3.74  -0.0090
Cl -0.52 2.59 2.38  0.0132
H 0.93 4.18 3.34  0.2220
C 2.37 0.53 -3.01  -0.2613
Cl 1.52 -1.06 -3.32  -0.0067
Cl 1.60 1.87 -3.87  0.0338
Cl 4.08 0.43 -3.46  -0.0170
H 2.43 0.64 -1.93  0.2418
C -1.62 0.26 -0.37  -0.3844
Cl -0.43 1.18 -1.34  -0.1857
Cl -1.32 -1.49 -0.27  -0.2349
Cl -3.25 0.62 -1.02  -0.1816
H -1.57 0.67 0.64  0.1688
C 1.86 -2.31 1.13  -0.2422
Cl 1.96 -0.59 0.49  -0.0194
Cl 2.82 -2.40 2.64  -0.0102
Cl 2.47 -3.43 -0.13  -0.0128
H 0.82 -2.60 1.24  0.2423
C -2.89 -0.08 -4.76  -0.2912
Cl -3.06 1.64 -4.87  0.0200
Cl -1.80 -0.74 -6.07  -0.0260
Cl -4.48 -0.76 -4.80  0.0233
H -2.45 -0.23 -3.77  0.2573
C -1.00 -1.50 4.71  -0.3092
Cl 0.64 -1.21 5.20  0.0115
Cl -1.18 -3.29 4.65  -0.0300
Cl -1.31 -0.87 3.14  0.0360
H -1.66 -1.03 5.44  0.2244

Results
frontier orbital gap (alpha / beta): 0.0951 / 0.3380 Ha
energy above the lowest of the compared OMol25 structures with the same formula, charge and spin: 6.0 kJ/mol
2S+1: 2
E_LUMO (alpha / beta): 2.3 / 2.3 eV
expectation value of S²: 0.75
net charge: -1

# 4
C6H6Cl2N3O | ωB97M-V with the def2-TZVPD basis set

Last column: natural (NBO) charge in e.
Positions of all 18 atoms, in Å:
C 0.48 3.02 0.58  -0.6354
C 0.04 1.57 0.66  -0.3282
N 0.55 0.80 -0.40  0.3776
O 1.26 1.16 -1.27  -0.0564
C 0.00 -0.91 -0.42  -0.0046
C -1.34 -1.23 -0.60  0.1683
Cl -2.56 -0.07 -0.88  0.1161
N -1.69 -2.50 -0.56  -0.4065
C -0.77 -3.42 -0.36  0.3114
N 0.51 -3.17 -0.20  -0.4049
C 0.93 -1.92 -0.21  0.1709
Cl 2.58 -1.60 0.06  0.1300
H 0.14 3.56 1.46  0.2603
H 1.57 3.09 0.52  0.2430
H 0.07 3.50 -0.31  0.2427
H -1.05 1.46 0.65  0.2964
H 0.37 1.10 1.60  0.2919
H -1.09 -4.45 -0.33  0.2275

Results
frontier orbital gap: 0.2866 Ha
energy above the lowest of the compared OMol25 structures with the same formula, charge and spin: 78.1 kJ/mol
E_LUMO: -6.8 eV
net charge: +1
SMILES: CC[N+](=O)c1c(Cl)ncnc1Cl

# 5
C6H6Cl2NP | ωB97M-V with the def2-TZVPD basis set

Last column: natural (NBO) charge in e.
Positions of all 16 atoms, in Å:
C 1.54 -0.42 -0.79  -0.1872
C 0.93 0.82 -0.93  -0.2092
C 0.78 -1.58 -0.49  -0.1930
C -0.33 1.07 -0.49  -0.1962
C -0.53 -1.39 -0.14  -0.1938
C -1.02 -0.07 -0.04  -0.4096
N -4.09 1.40 2.13  -0.5401
P -2.74 0.21 0.40  0.9884
Cl -3.58 1.18 -1.09  -0.2305
Cl -3.69 -1.47 0.35  -0.2095
H 2.58 -0.66 -1.20  0.2223
H 1.55 1.66 -1.43  0.2237
H 1.07 -2.54 -0.57  0.2110
H -0.72 2.11 -0.61  0.2445
H -1.11 -2.31 0.01  0.2329
H -3.41 1.99 2.56  0.2464

Results
frontier orbital gap (alpha / beta): 0.2893 / 0.2884 Ha
energy above the lowest of the compared OMol25 structures with the same formula, charge and spin: 419.8 kJ/mol
E_LUMO (alpha / beta): -0.3 / -0.4 eV

# 6
C6H6ClISi | ωB97M-V with the def2-TZVPD basis set

Last column: natural (NBO) charge in e.
Positions of all 15 atoms, in Å:
C -0.04 1.99 -0.40  -0.2375
C 1.03 1.18 -0.30  -0.1820
C -1.32 1.50 -0.50  -0.2013
C 0.84 -0.25 -0.08  -0.2270
C -1.62 0.17 -0.31  -0.1937
C -0.46 -0.72 -0.20  -0.4785
Si -0.83 -2.52 0.11  0.9184
Cl 0.54 -3.82 0.44  -0.3316
I 4.62 -0.05 2.39  -0.0045
H 0.32 3.01 -0.53  0.2206
H 2.05 1.64 -0.25  0.2161
H -2.02 2.23 -0.61  0.2092
H 1.64 -1.00 -0.01  0.2223
H -2.57 -0.30 -0.22  0.2173
H -2.18 -3.03 0.47  -0.1478

Results
frontier orbital gap (alpha / beta): 0.3419 / 0.1055 Ha
energy above the lowest of the compared OMol25 structures with the same formula, charge and spin: 307.5 kJ/mol
E_LUMO (alpha / beta): -0.2 / -3.4 eV

# 7
C6H6ClN | ωB97M-V with the def2-TZVPD basis set

Last column: natural (NBO) charge in e.
Positions of all 14 atoms, in Å:
C 1.84 -0.21 1.18  -0.6404
C 0.63 -0.01 0.25  -0.0258
C -0.33 -1.04 -0.04  -0.1924
C -1.52 -0.72 -0.75  -0.2401
C -1.81 0.59 -1.03  0.1258
Cl -3.20 1.06 -1.90  0.0378
N -0.79 1.44 -0.89  -0.4149
C 0.36 1.18 -0.45  0.0382
H 2.42 0.80 1.14  0.2198
H 1.39 -0.41 2.23  0.2309
H 2.50 -1.01 0.89  0.2312
H -0.30 -2.02 0.67  0.2238
H -2.19 -1.57 -1.17  0.2302
H 1.01 1.93 -0.15  0.1760

Results
frontier orbital gap: 0.3640 Ha
energy above the lowest of the compared OMol25 structures with the same formula, charge and spin: 165.5 kJ/mol
E_LUMO: 0.7 eV
SMILES: Cc1ccc(Cl)nc1

# 8
C6H6F2O6 | ωB97M-V with the def2-TZVPD basis set

Last column: natural (NBO) charge in e.
Positions of all 20 atoms, in Å:
O 0.45 -2.58 2.38  -0.5554
C 1.13 -1.63 2.08  0.9663
O 2.30 -1.62 1.60  -0.4767
C 2.85 -0.30 1.56  -0.1282
C 1.56 0.45 1.14  0.4429
F 1.42 0.47 -0.20  -0.3387
O 0.63 -0.43 1.83  -0.4962
H 3.14 0.05 2.55  0.1941
H 3.71 -0.10 0.90  0.2205
H 1.69 1.48 1.47  0.1719
O -2.72 0.21 1.04  -0.5765
C -2.38 0.25 -0.13  0.9609
O -1.69 -0.66 -0.74  -0.4617
C -1.20 -0.18 -2.00  -0.1348
C -2.05 1.09 -2.18  0.4351
F -3.09 0.84 -2.93  -0.3268
O -2.46 1.33 -0.86  -0.4869
H -0.15 0.12 -2.10  0.2111
H -1.51 -0.84 -2.81  0.2143
H -1.64 2.01 -2.60  0.1648

Results
frontier orbital gap: 0.4112 Ha
energy above the lowest of the compared OMol25 structures with the same formula, charge and spin: 156.2 kJ/mol
E_LUMO: 0.4 eV
SMILES: O=C1OC[C@@H](F)O1.O=C1OC[C@@H](F)O1

# 9
C6H6F3NO3S | ωB97M-V with the def2-TZVPD basis set

Last column: natural (NBO) charge in e.
Positions of all 20 atoms, in Å:
C -0.97 1.87 -1.19  0.7513
C 1.04 -0.54 0.85  0.7348
C -1.08 2.01 -2.66  -0.6833
C -0.18 -0.35 0.02  0.0678
C 1.96 -1.28 2.76  -0.2898
C -1.34 -1.17 0.10  0.9216
N -0.14 0.51 -1.04  -0.7082
O -1.51 2.31 -0.24  -0.4645
O 2.03 0.03 0.57  -0.5837
O 0.78 -1.24 1.91  -0.4594
F -1.65 -1.66 1.31  -0.3041
F -2.46 -0.54 -0.32  -0.3139
F -1.27 -2.34 -0.67  -0.3423
S -0.37 0.40 -3.19  0.0802
H -2.13 2.23 -2.89  0.2594
H -0.51 2.83 -3.06  0.2586
H 2.81 -1.85 2.29  0.2057
H 1.66 -1.65 3.73  0.2087
H 2.41 -0.24 2.90  0.2066
H 0.93 0.68 -1.19  0.4545

Results
frontier orbital gap (alpha / beta): 0.2909 / 0.2388 Ha
energy above the lowest of the compared OMol25 structures with the same formula, charge and spin: 0.0 kJ/mol
2S+1: 3
E_LUMO (alpha / beta): 0.4 / -2.5 eV
expectation value of S²: 2.01

# 10
C6H6F6N | ωB97M-V with the def2-TZVPD basis set

Last column: natural (NBO) charge in e.
Positions of all 19 atoms, in Å:
C 1.70 1.06 -0.31  -0.3863
C 0.63 1.93 -0.51  0.1787
C 1.59 -0.18 0.16  0.1181
C -2.45 -1.68 0.17  0.5951
C -2.85 -0.74 -0.70  0.5629
C 2.60 -1.10 0.64  -0.7005
N -0.68 1.80 -0.20  0.4158
F -3.17 -2.29 1.07  -0.2592
F -1.20 -2.09 0.22  -0.3025
F -2.02 -0.11 -1.55  -0.3108
F -4.09 -0.24 -0.70  -0.2770
F -1.15 0.85 0.65  -0.1302
F -1.54 2.77 -0.36  -0.0853
H 2.68 1.41 -0.50  0.2630
H 0.68 2.98 -0.84  0.2790
H 0.64 -0.51 0.56  0.2213
H 3.39 -0.52 1.19  0.2762
H 3.13 -1.39 -0.23  0.2761
H 2.10 -1.95 1.23  0.2655

Results
frontier orbital gap: 0.2548 Ha
energy above the lowest of the compared OMol25 structures with the same formula, charge and spin: 390.1 kJ/mol
E_LUMO: -6.2 eV
net charge: +1

# 11
C6H6FN | ωB97M-V with the def2-TZVPD basis set

Last column: natural (NBO) charge in e.
Positions of all 14 atoms, in Å:
C 1.82 -0.91 0.11  0.1463
C -0.82 0.05 0.06  -0.0888
C -1.63 -0.93 0.59  -0.3472
C 0.20 0.97 0.64  -0.5263
C -0.69 0.15 -1.37  -0.2905
C 1.49 0.43 0.31  0.3832
N 2.15 -2.01 -0.04  -0.2489
F 2.36 1.39 -0.12  -0.3102
H -2.20 -1.67 0.01  0.2178
H -1.66 -0.97 1.61  0.1864
H 0.35 2.05 0.31  0.2691
H -0.11 1.03 1.79  0.2461
H -1.51 0.04 -1.99  0.1820
H 0.24 0.38 -1.89  0.1810

Results
frontier orbital gap (alpha / beta): 0.3055 / 0.2657 Ha
energy above the lowest of the compared OMol25 structures with the same formula, charge and spin: 497.2 kJ/mol
E_LUMO (alpha / beta): -0.5 / -1.1 eV

# 12
C6H6N | ωB97M-V with the def2-TZVPD basis set

Last column: natural (NBO) charge in e.
Positions of all 13 atoms, in Å:
C -1.71 -0.20 -0.09  0.3977
C -2.77 0.49 0.01  -0.4599
C 2.03 -0.52 -0.01  -0.5272
C -0.66 -1.06 -0.10  -0.4152
C 1.74 0.94 0.09  0.2855
C 0.55 -0.48 -0.28  0.4279
N 0.47 0.85 -0.38  -0.3956
H -3.38 0.89 -0.80  0.3072
H -2.88 1.02 0.95  0.2983
H 2.47 -0.61 -1.05  0.2836
H 2.73 -0.97 0.79  0.2927
H -0.72 -2.06 0.18  0.2700
H 2.13 1.71 0.68  0.2349

Results
frontier orbital gap: 0.3250 Ha
energy above the lowest of the compared OMol25 structures with the same formula, charge and spin: 263.2 kJ/mol
E_LUMO: -6.2 eV
net charge: +1